{
  "formula": "C3H6BrFO",
  "method": "ωB97M-V/def2-TZVPD",
  "energy_ha": -2866.8989,
  "gap_ev": [9.63, 4.99],
  "homo_energy_ev": [-10.361, -8.439],
  "spin_multiplicity": 1,
  "lumo_ha": [-0.027, -0.127],
  "elements": ["C", "C", "C", "O", "F", "Br", "H", "H", "H", "H", "H", "H"],
  "coordinates": [[0.400, 0.683, 0.936], [0.544, 0.050, -0.479], [0.091, -1.343, -0.506], [-0.136, 0.734, -1.509], [0.882, -2.242, 0.142], [-3.223, 0.009, 0.357], [-0.525, 1.161, 1.078], [0.537, -0.084, 1.845], [1.105, 1.528, 1.168], [1.653, -0.029, -0.641], [-0.537, -1.788, -1.210], [-0.791, 1.321, -1.182]]
}

---

{
  "formula": "C3H6BrN4O2",
  "method": "ωB97M-V/def2-TZVPD",
  "energy_ha": -3060.9007,
  "gap_ev": [8.17, 8.17],
  "homo_energy_ev": [-13.491, -13.491],
  "spin_multiplicity": 1,
  "total_charge": 1,
  "lumo_ha": [-0.195, -0.196],
  "elements": ["C", "C", "C", "N", "N", "N", "N", "O", "O", "Br", "H", "H", "H", "H", "H", "H"],
  "coordinates": [[-2.384, 0.746, 1.148], [-0.512, -0.770, 0.621], [1.048, -0.119, -1.469], [-0.461, 1.464, -0.478], [0.038, 0.508, -0.774], [-1.273, 0.036, 1.421], [-1.002, -1.874, -0.065], [-2.101, -2.297, 0.119], [-0.209, -2.324, -0.831], [-3.502, 0.355, -0.291], [-2.798, 1.468, 1.853], [0.516, -1.070, 1.189], [1.937, -0.154, -0.835], [0.834, -1.083, -1.686], [1.210, 0.552, -2.408], [-1.059, 0.389, 2.370]]
}

---

{
  "formula": "C3H6BrNO",
  "method": "ωB97M-V/def2-TZVPD",
  "energy_ha": -2821.7994,
  "gap_ev": [9.20, 9.20],
  "homo_energy_ev": [-8.475, -8.476],
  "spin_multiplicity": 1,
  "smiles": "C/C(Br)=[N+](\\C)[O-]",
  "lumo_ha": [0.027, 0.027],
  "elements": ["C", "C", "Br", "N", "C", "O", "H", "H", "H", "H", "H", "H"],
  "coordinates": [[0.771, 1.341, -0.106], [1.562, 0.141, -0.054], [3.501, 0.146, 0.096], [1.084, -1.070, -0.065], [-0.468, -1.499, -0.119], [1.784, -2.146, -0.063], [-0.291, 0.956, -0.053], [0.992, 1.906, -1.054], [0.985, 1.995, 0.628], [-0.955, -1.459, 0.977], [-0.875, -0.756, -0.793], [-0.520, -2.433, -0.599]]
}

---

{
  "formula": "C3H6BrNO2",
  "method": "ωB97M-V/def2-TZVPD",
  "energy_ha": -2897.0195,
  "gap_ev": 10.75,
  "homo_energy_ev": -10.372,
  "spin_multiplicity": 1,
  "smiles": "CC[C@H](Br)[N+](=O)[O-]",
  "lumo_ha": 0.014,
  "elements": ["C", "C", "C", "Br", "N", "O", "O", "H", "H", "H", "H", "H", "H"],
  "coordinates": [[-0.611, -0.619, -0.269], [0.849, -0.216, -0.140], [1.134, 1.207, 0.087], [2.826, 1.726, -0.632], [1.413, 1.415, 1.856], [1.510, 2.555, 2.242], [1.466, 0.414, 2.556], [-1.056, -0.914, 0.758], [-0.926, -1.477, -0.974], [-1.329, 0.158, -0.682], [1.415, -0.399, -1.090], [1.492, -0.910, 0.590], [0.324, 1.932, -0.084]]
}

---

{
  "formula": "C3H6BrNO3",
  "method": "ωB97M-V/def2-TZVPD",
  "energy_ha": -2972.2421,
  "gap_ev": 10.47,
  "homo_energy_ev": -10.945,
  "spin_multiplicity": 1,
  "smiles": "C[C@](O)(CBr)[N+](=O)[O-]",
  "lumo_ha": -0.018,
  "elements": ["C", "C", "O", "C", "Br", "N", "O", "O", "H", "H", "H", "H", "H", "H"],
  "coordinates": [[0.771, 0.516, 0.471], [-0.189, -0.239, -0.409], [-0.977, 1.148, -1.087], [-1.094, -1.230, 0.114], [-0.012, -2.833, 0.826], [0.406, -0.820, -1.785], [1.414, -0.359, -2.193], [-0.241, -1.668, -2.349], [1.680, -0.137, 0.693], [0.189, 0.677, 1.285], [0.953, 1.542, -0.067], [-1.839, 0.961, -1.303], [-1.753, -1.602, -0.700], [-1.672, -0.906, 0.975]]
}

---

{
  "formula": "C3H6BrNO4",
  "method": "ωB97M-V/def2-TZVPD",
  "energy_ha": -3047.5145,
  "gap_ev": 9.84,
  "homo_energy_ev": -9.605,
  "spin_multiplicity": 1,
  "lumo_ha": 0.009,
  "elements": ["C", "C", "C", "N", "O", "O", "O", "O", "Br", "H", "H", "H", "H", "H", "H"],
  "coordinates": [[0.073, 0.939, 0.603], [0.565, -0.474, 0.598], [-0.367, -1.322, -0.359], [-2.119, -0.945, 0.355], [-2.397, -1.166, 1.510], [-2.619, -0.316, -0.517], [-0.263, -2.664, -0.107], [-0.703, -0.967, -1.570], [2.350, -0.725, 0.047], [-0.094, 1.190, -0.461], [0.768, 1.621, 1.139], [-0.941, 1.019, 0.920], [0.453, -0.994, 1.577], [-0.594, -3.116, -0.890], [-1.445, -0.282, -1.457]]
}

---

{
  "formula": "C3H6Cl2NO3P",
  "method": "ωB97M-V/def2-TZVPD",
  "energy_ha": -1660.1600,
  "gap_ev": 9.63,
  "homo_energy_ev": -9.053,
  "spin_multiplicity": 1,
  "smiles": "O=COCCN=P(O)(Cl)Cl",
  "lumo_ha": 0.021,
  "elements": ["O", "C", "O", "C", "C", "N", "P", "O", "Cl", "Cl", "H", "H", "H", "H", "H", "H"],
  "coordinates": [[-1.347, -1.261, -0.495], [-1.192, -1.243, 0.716], [-0.076, -1.555, 1.291], [1.049, -1.209, 0.512], [1.146, 0.401, 0.792], [-0.183, 0.984, 0.539], [-0.429, 1.459, -0.952], [-1.799, 0.967, -1.475], [-0.363, 3.421, -1.215], [0.909, 0.827, -2.316], [-1.932, -1.160, 1.534], [0.721, -1.184, -0.500], [1.926, -1.699, 0.941], [1.531, 0.473, 1.839], [1.783, 0.860, -0.036], [-1.744, -0.081, -1.175]]
}

---

{
  "formula": "C3H6Cl2O2",
  "method": "ωB97M-V/def2-TZVPD",
  "energy_ha": -1188.7579,
  "gap_ev": 11.21,
  "homo_energy_ev": -10.577,
  "spin_multiplicity": 1,
  "smiles": "C[C@@](O)(Cl)[C@@H](O)Cl",
  "lumo_ha": 0.023,
  "elements": ["C", "C", "O", "Cl", "C", "O", "Cl", "H", "H", "H", "H", "H", "H"],
  "coordinates": [[-0.581, 1.110, -0.744], [-0.351, 0.204, 0.415], [-0.076, 0.788, 1.617], [-1.854, -0.796, 0.601], [0.756, -0.962, 0.181], [0.670, -1.383, -1.093], [2.328, -0.322, 0.499], [0.384, 1.570, -1.023], [-1.310, 1.867, -0.543], [-0.913, 0.417, -1.536], [-0.888, 1.419, 1.789], [0.507, -1.823, 0.875], [1.328, -2.089, -1.039]]
}

---

{
  "formula": "C3H6Cl2O2",
  "method": "ωB97M-V/def2-TZVPD",
  "energy_ha": -1188.7291,
  "gap_ev": 10.27,
  "homo_energy_ev": -9.954,
  "spin_multiplicity": 1,
  "smiles": "C=C(Cl)[C@@H](O)Cl.O",
  "lumo_ha": 0.012,
  "elements": ["C", "C", "Cl", "C", "O", "Cl", "H", "H", "H", "H", "O", "H", "H"],
  "coordinates": [[0.306, 1.989, 0.412], [0.485, 0.829, -0.282], [-0.485, 0.535, -1.691], [1.320, -0.384, -0.063], [0.658, -1.498, 0.402], [2.177, -0.875, -1.681], [-0.511, 2.628, 0.113], [1.021, 2.107, 1.213], [2.180, -0.312, 0.543], [-0.358, -1.456, 0.224], [-1.966, -1.307, 0.179], [-2.632, -1.930, 0.472], [-2.195, -0.326, 0.159]]
}

---

{
  "formula": "C3H6Cl2S",
  "method": "ωB97M-V/def2-TZVPD",
  "energy_ha": -1436.4421,
  "gap_ev": 10.08,
  "homo_energy_ev": -9.368,
  "spin_multiplicity": 1,
  "smiles": "CC(Cl)(Cl)CS",
  "lumo_ha": 0.026,
  "elements": ["C", "C", "Cl", "Cl", "C", "S", "H", "H", "H", "H", "H", "H"],
  "coordinates": [[0.852, 0.308, 1.260], [0.474, 0.208, -0.264], [1.903, -0.623, -1.052], [0.264, 1.793, -0.892], [-0.637, -0.771, -0.658], [-2.338, -0.210, -0.564], [0.724, -0.740, 1.742], [0.139, 0.965, 1.872], [1.889, 0.527, 1.417], [-0.737, -1.654, -0.180], [-0.259, -0.817, -1.604], [-2.273, 1.015, -1.077]]
}

---

{
  "formula": "C3H6Cl2S2",
  "method": "ωB97M-V/def2-TZVPD",
  "energy_ha": -1834.6123,
  "gap_ev": 8.61,
  "homo_energy_ev": -9.208,
  "spin_multiplicity": 1,
  "smiles": "S=CCl.SCCCl",
  "lumo_ha": -0.022,
  "elements": ["S", "C", "Cl", "H", "S", "C", "C", "Cl", "H", "H", "H", "H", "H"],
  "coordinates": [[0.928, -0.189, -3.428], [-0.524, -0.477, -2.861], [-0.931, -1.651, -1.642], [-1.408, -0.006, -3.115], [-0.220, 1.697, 0.029], [-0.314, 0.675, 1.541], [0.302, -0.671, 1.299], [2.098, -0.478, 1.149], [1.146, 1.702, 0.153], [-1.352, 0.699, 1.866], [0.079, 1.345, 2.260], [0.230, -1.248, 2.235], [-0.034, -1.397, 0.515]]
}

---

{
  "formula": "C3H6Cl2Si",
  "method": "ωB97M-V/def2-TZVPD",
  "energy_ha": -1327.7490,
  "gap_ev": 8.28,
  "homo_energy_ev": -8.370,
  "spin_multiplicity": 1,
  "lumo_ha": -0.003,
  "elements": ["C", "C", "C", "Si", "Cl", "Cl", "H", "H", "H", "H", "H", "H"],
  "coordinates": [[-1.818, 0.737, 0.602], [-0.790, 0.090, 0.057], [-0.510, -0.715, -1.135], [1.776, 0.156, 0.880], [2.799, -1.445, 1.655], [2.764, 0.585, -0.893], [-1.766, 1.458, 1.433], [-2.808, 0.487, 0.030], [-1.401, -0.851, -1.760], [0.069, -1.642, -0.784], [0.121, -0.234, -1.770], [1.565, 1.373, 1.687]]
}